Density functional theory data (wB97M-V/def2-TZVPD) for a structure of composition C15H15CuN5O8P2Se.

Positions of all 47 atoms, in Å:
Cu 0.730282 0.359619 1.099033
Se 0.125668 4.204911 -5.455395
N -0.222752 4.613538 -3.746187
C 0.126089 3.586499 -3.025602
C -0.007755 3.538109 -1.570165
C -0.532627 4.576255 -0.798159
C -0.626384 4.408785 0.567058
C -0.199238 3.210414 1.139384
N 0.305473 2.232836 0.406056
C 0.400392 2.383763 -0.916495
C 0.950753 1.235519 -1.643903
N 1.300389 0.187287 -0.891748
C 1.769742 -0.898316 -1.482420
C 1.942535 -0.972295 -2.864262
C 1.594801 0.107733 -3.644947
C 1.080036 1.248426 -3.024835
C 0.663620 2.450436 -3.746024
N 0.742519 2.575485 -5.039985
H -0.858704 5.486169 -1.283678
H -1.028992 5.186251 1.199813
H -0.256702 3.002262 2.200028
H 2.003315 -1.720400 -0.820217
H 2.335822 -1.876664 -3.304125
H 1.704660 0.090918 -4.720674
N -0.972588 -4.052012 0.609228
C -1.175807 -2.852330 1.523022
C -2.212792 -3.197379 2.578470
P 0.457317 -2.448648 2.341974
O 1.151484 -3.923994 2.184037
O 0.255305 -2.127896 3.760393
O 1.197858 -1.548178 1.383181
P -1.698507 -1.554285 0.282494
O -3.294467 -1.794317 0.190485
O -1.079788 -2.068734 -0.977890
O -1.453378 -0.182086 0.816184
H -0.208986 -4.638287 0.957632
H -0.772591 -3.623592 -0.327457
H -1.831772 -4.595260 0.546223
H -1.866934 -4.007255 3.223734
H -3.163576 -3.469159 2.114621
H -2.366785 -2.331712 3.219766
H 1.653931 -4.153360 2.975368
H -3.771953 -1.105769 0.669498
O 2.797052 1.089643 2.609817
C 1.808083 1.115778 3.333743
O 0.599316 0.946133 2.934837
H 1.906632 1.305158 4.418090

Cartesian forces (eV/Å) of the 3 atoms listed first:
Cu 0.210 0.072 -0.043
Se 0.005 -0.177 0.297
N 0.041 0.029 -0.155

As for the HOMO energy (spin up / spin down): -8.8503 / -8.7891 eV. Its frontier orbital gap (spin up / spin down) is 7.852 / 7.790 eV. Its spin multiplicity is 2.


Density functional theory data (wB97M-V/def2-TZVPD) for an isolated molecule of C15H15FN4O2.

Positions of all 37 atoms, in Å:
C -0.969694 -0.949092 -3.024328
C -1.158578 0.560225 -2.909563
C -1.507469 1.065332 -1.498530
C -2.794015 0.456250 -0.902963
O -2.573476 -0.781392 -0.270705
N -0.438988 0.799804 -0.564956
C 0.643887 1.568316 -0.427170
N 0.789412 2.626966 -1.233001
C 1.881834 3.361892 -1.138593
N 2.923494 3.187115 -0.348266
C 2.786218 2.145181 0.462210
O 3.699222 1.733840 1.343645
N 3.211421 0.632887 1.989097
C 2.017553 0.361634 1.534589
C 1.241149 -0.764598 2.043735
C 1.869801 -1.983632 2.287303
C 1.140662 -3.067564 2.736347
C -0.219758 -2.916748 2.944507
F -0.937276 -3.976359 3.367230
C -0.863649 -1.709695 2.739125
C -0.124161 -0.631553 2.290385
C 1.660288 1.300825 0.519010
H -1.918322 -1.477886 -2.944196
H -0.547053 -1.191198 -3.996672
H -0.284502 -1.315391 -2.262297
H -0.234705 1.062374 -3.201011
H -1.943470 0.884690 -3.594684
H -1.626217 2.152270 -1.570122
H -3.559952 0.377773 -1.683191
H -3.171619 1.111514 -0.114079
H -2.372401 -1.447101 -0.938090
H -0.567660 -0.001702 0.039424
H 1.935704 4.208378 -1.809870
H 2.931348 -2.067399 2.117909
H 1.609093 -4.020363 2.925286
H -1.921901 -1.622796 2.924353
H -0.606222 0.327203 2.168131

Cartesian forces (eV/Å) of the 3 atoms listed first:
C 0.010 0.273 -0.046
C -0.006 -0.021 0.253
C -0.268 0.006 -0.350

As for the HOMO energy: -8.7854 eV. Its frontier orbital gap is 9.182 eV. Its spin multiplicity is 1. As for the structure (SMILES): CC[C@@H](CO)Nc1ncnc2onc(-c3ccc(F)cc3)c12.


Density functional theory data (wB97M-V/def2-TZVPD) for the ion C15H15N2OS with charge -1.

Positions of all 34 atoms, in Å:
C -1.078462 -2.197010 0.568633
C -0.321709 -0.855643 0.608307
C 0.415624 -0.832993 1.872826
N 1.026084 -0.809707 2.871705
C -1.302902 0.347032 0.593362
C -2.406041 0.312352 -0.273951
C -3.198614 1.446279 -0.421007
C -2.905341 2.619368 0.279377
C -3.681137 3.799650 0.065746
N -4.309366 4.767435 -0.135463
C -1.826454 2.629596 1.160929
C -1.029115 1.500890 1.336895
C 0.709266 -0.767794 -0.602259
O 0.147384 -0.747639 -1.718792
C 1.671079 -2.040587 -0.425150
C 2.991707 -2.045226 -1.176517
S 4.099195 -0.686736 -0.832869
C 2.934414 0.629694 -1.092805
C 1.622620 0.525838 -0.326619
H -1.857143 -2.216117 -0.199607
H -0.375045 -3.025821 0.394923
H -1.522844 -2.343573 1.571416
H -2.620348 -0.589267 -0.861954
H -4.039647 1.416991 -1.109289
H -1.567477 3.527164 1.703447
H -0.189305 1.516127 2.036919
H 1.136913 -2.918454 -0.811586
H 1.909600 -2.171724 0.641347
H 3.552861 -2.896661 -0.768566
H 2.863567 -2.196480 -2.255708
H 2.784522 0.822688 -2.162302
H 3.468951 1.485348 -0.658957
H 1.035601 1.407162 -0.617449
H 1.861550 0.587804 0.745010

Cartesian forces (eV/Å) of the 3 atoms listed first:
C -0.046 -0.271 0.579
C -1.077 0.306 0.988
C 1.095 0.066 2.212

As for the HOMO energy: -3.8882 eV. Its frontier orbital gap is 6.964 eV. As for the net charge: -1. Its spin multiplicity is 1. As for the structure (SMILES): C[C@](C#N)(c1ccc(C#N)cc1)C1([O-])CCSCC1.


Density functional theory data (wB97M-V/def2-TZVPD) for a structure of composition C15H15N3O2S.

Positions of all 36 atoms, in Å:
C 2.721316 4.183390 -0.474059
C 1.919143 3.164843 0.301687
C 2.149686 1.845554 0.838960
C 1.005179 1.708653 1.503880
N 0.293177 2.765767 1.323339
O 0.766336 3.844464 0.737282
N 0.539693 0.796619 2.186826
C 1.342730 -0.653147 2.038533
O 2.322824 -0.822983 1.397234
C 0.459339 -1.748615 2.707578
H 0.754158 -1.730333 4.030967
H 0.918238 -2.665590 2.416925
S -1.283130 -1.528402 2.452964
C -1.509448 -1.196948 1.025888
C -1.647684 0.031534 0.359143
N -1.827595 0.120665 -0.928330
C -1.533607 -1.240049 -1.467023
C -1.370525 -1.764771 -2.604052
C -0.976343 -3.337723 -2.601067
C -0.923234 -3.907981 -1.422547
C -0.874636 -3.408438 -0.269658
C -1.349640 -1.930780 0.010305
H -0.887525 -4.030075 0.760753
H -0.722032 -4.907346 -1.500185
H -0.646242 -3.801348 -3.533795
H -1.459805 -1.336391 -3.480565
C -2.004883 1.151423 -2.019432
H -2.077568 1.911662 -1.131589
H -2.933873 1.046177 -2.435123
H -1.202596 1.242827 -2.535614
H -1.920088 0.922958 1.000189
H -0.085504 0.650961 2.700583
H 2.979533 1.329975 0.671034
H 2.254916 4.610248 -1.456585
H 3.697110 3.713170 -0.890660
H 3.112578 4.970032 0.286217

Cartesian forces (eV/Å) of the 3 atoms listed first:
C 2.920 -0.216 -1.095
C 2.719 2.363 -1.199
C 0.035 6.987 -3.673

As for the HOMO energy: -7.0850 eV. Its frontier orbital gap is 7.512 eV. Its spin multiplicity is 1.


Going through the records in order, we get relative energy (zero: lowest compared OMol25 entry of this formula, charge and spin) values of 0.124 0.000 0.513 16.838 eV.